1.
C55H48IN2OP3Pd | the ωB97M-V functional and the def2-TZVPD basis

For the HOMO energy, the calculation gives -0.4796 Eh. The energy above the lowest of the compared OMol25 structures with the same formula, charge and spin is 0.0 kcal/mol. The maximum force comes out at 0.570 eV/Å.

The geometry in ORCA input format:
```
! wB97M-V def2-TZVPD RIJCOSX def2/J DEFGRID3
* xyz 2 1
I 0.90 -2.04 1.99
Pd 0.19 -0.64 -0.23
P 2.46 -0.16 -0.38
P -0.59 1.47 0.76
P -2.03 -1.44 0.01
O 0.79 -4.47 -5.70
N 0.08 -5.20 -3.67
N 0.16 -1.19 -2.37
C 2.97 -2.87 -0.93
C -0.08 -0.24 -3.29
C 0.58 4.01 0.46
C 2.72 1.18 -1.56
C -2.07 -3.27 -0.09
C 4.57 0.98 0.84
C -2.72 -1.11 1.67
C -3.36 -5.31 -0.22
C 4.97 1.57 3.11
C -4.48 -0.32 -0.82
C 2.86 3.53 -2.08
C 1.99 3.90 2.85
C -0.91 -4.04 -0.02
C 1.20 2.83 2.46
C 0.19 -2.82 -4.13
C 2.08 5.03 2.04
C -4.09 -1.09 -3.46
C 2.82 0.88 -2.92
C -0.04 -1.82 -5.07
C -0.18 -0.52 -4.64
C 0.49 2.87 1.26
C -1.43 1.06 2.34
C -2.77 0.34 2.17
C -2.52 3.45 0.43
C 5.34 -2.38 -2.26
C -3.30 -3.93 -0.20
C -5.25 -0.41 -3.10
C 3.02 0.18 2.51
C 5.39 1.58 1.81
C 4.90 -3.68 -2.11
C -2.25 1.98 -1.45
C 0.37 -4.24 -4.59
C 3.40 -1.56 -1.08
C 0.30 -2.45 -2.80
C 2.32 0.24 5.30
C 3.80 0.88 3.48
C -0.96 -5.43 -0.04
C -1.88 2.36 -0.17
C 3.71 -3.93 -1.44
C -3.13 -1.38 -2.51
C -3.85 3.77 -1.56
C 3.41 0.91 4.85
C 1.96 -0.60 3.07
C -3.31 -0.99 -1.18
C 2.94 3.23 -3.43
C -2.19 -6.06 -0.14
C -3.22 2.69 -2.15
C 2.75 2.51 -1.14
C 2.93 1.91 -3.85
C 1.61 -0.56 4.39
C -5.44 -0.04 -1.78
C 1.37 5.08 0.85
C 3.40 0.32 1.13
C 4.59 -1.32 -1.76
C -3.50 4.14 -0.26
H -3.99 4.99 0.21
H -0.09 -2.09 -6.12
H -2.12 -1.72 2.35
H -4.31 -5.81 -0.30
H -1.61 2.00 2.86
H 0.04 4.06 -0.48
H 5.48 -4.50 -2.51
H -1.79 1.12 -1.92
H 4.95 -0.31 -1.92
H 6.30 2.07 1.51
H 3.04 4.03 -4.15
H -4.66 -0.02 0.20
H 5.54 2.08 3.87
H 0.50 -3.20 -2.05
H -4.22 -3.36 -0.28
H -3.40 0.94 1.52
H -0.15 0.77 -2.92
H -4.61 4.32 -2.09
H -2.24 -7.15 -0.15
H -3.26 0.31 3.14
H 0.12 -6.16 -4.00
H 4.02 1.49 5.53
H -3.72 -1.54 1.69
H 2.88 4.56 -1.74
H 4.87 1.09 -0.19
H 1.13 1.97 3.12
H -0.53 -5.01 -2.89
H -2.24 3.77 1.42
H -0.37 0.29 -5.33
H -2.26 -1.95 -2.80
H 3.03 1.67 -4.90
H 2.52 3.87 3.79
H 3.36 -4.95 -1.31
H 2.70 2.76 -0.09
H 1.43 5.96 0.22
H -6.35 0.47 -1.48
H 2.03 0.27 6.34
H 6.26 -2.17 -2.79
H -0.74 0.48 2.96
H 0.06 -3.56 0.03
H -3.49 2.38 -3.15
H -0.05 -6.00 0.02
H 2.85 -0.14 -3.25
H 0.79 -1.17 4.75
H -3.95 -1.41 -4.49
H -6.01 -0.19 -3.84
H 2.68 5.87 2.34
H 2.05 -3.09 -0.40
*
```

2.
C55H48IN7OPTl | the ωB97M-V functional and the def2-TZVPD basis

For the HOMO energy, the calculation gives -0.2387 Eh. The energy above the lowest of the compared OMol25 structures with the same formula, charge and spin is 4.9 kcal/mol. The maximum force comes out at 0.400 eV/Å.

The geometry in ORCA input format:
```
! wB97M-V def2-TZVPD RIJCOSX def2/J DEFGRID3
* xyz 0 1
Tl -0.09 0.40 -1.11
I -5.90 4.93 -2.20
P -1.32 -2.65 2.01
O -2.68 2.38 -1.27
N -4.00 -2.53 1.32
N -0.70 0.08 1.91
N -0.21 -0.84 3.86
N 1.06 -3.71 1.02
N -0.12 -2.67 -0.53
N -2.72 4.16 -2.66
N -2.74 -1.34 -0.05
C 2.33 0.89 0.18
C 3.07 -4.52 -0.23
C -9.06 -2.64 0.29
C 0.65 1.08 5.20
C -0.14 -1.81 4.94
C -5.92 1.04 -2.80
C 1.47 -4.25 2.30
C -0.02 2.43 2.28
C -7.10 -1.93 1.50
C 0.43 2.70 6.97
C 0.40 -2.46 -4.73
C -0.72 -1.04 2.61
C 0.13 0.49 3.96
C 0.25 5.05 1.38
C 2.13 2.10 -0.51
C -0.08 -3.02 0.73
C -8.47 -2.14 1.45
C -6.90 -2.70 -0.77
C 2.31 1.21 6.95
C -0.77 4.25 0.90
C 4.18 -4.03 0.44
C -4.04 -1.22 -0.43
C -4.41 -0.42 -1.61
C 2.65 0.50 -2.05
C 2.65 -0.11 -0.78
C 4.42 -6.32 -1.10
C 1.01 -3.19 -1.11
C -4.39 -3.45 2.38
C 3.20 -5.67 -1.01
C 2.56 -2.98 -3.07
C -0.91 2.95 1.35
C -2.73 -2.13 1.00
C -3.53 -0.35 -2.68
C 1.68 -2.48 -5.26
C -5.03 1.10 -3.87
C 2.34 1.86 -1.88
C 1.83 0.64 5.78
C -3.84 0.40 -3.80
C -0.17 1.04 2.73
C 0.19 -2.70 -3.39
C 1.27 -2.97 -2.54
C 1.77 -3.82 -0.16
C -4.85 -1.96 0.41
C -5.61 0.29 -1.68
C 5.52 -5.82 -0.42
C 1.02 3.24 2.75
C 5.40 -4.68 0.36
C -0.05 2.12 5.81
C -4.52 3.82 -1.01
C -8.27 -2.91 -0.82
C -3.24 3.38 -1.68
C 1.15 4.54 2.30
C 1.60 2.25 7.55
C -6.30 -2.20 0.39
C 2.76 -2.74 -4.42
H 4.51 -7.21 -1.71
H 4.09 -3.11 1.01
H 6.48 -6.33 -0.49
H -5.27 1.69 -4.74
H 6.26 -4.28 0.88
H -1.86 3.85 -3.09
H -2.59 -0.89 -2.61
H -10.12 -2.80 0.25
H -1.70 2.31 0.96
H 2.15 -3.57 2.82
H 2.27 0.74 1.25
H -9.08 -1.92 2.31
H -4.65 -2.91 3.29
H 2.86 0.01 -2.99
H -0.71 -2.69 4.67
H 3.23 0.86 7.39
H -0.96 2.48 5.35
H -6.28 -2.91 -1.63
H 3.77 -2.74 -4.82
H -3.25 4.89 -3.09
H 0.90 -2.10 5.13
H 3.41 -3.15 -2.43
H 1.98 2.70 8.46
H -3.13 0.44 -4.63
H -0.55 -1.37 5.85
H 2.27 2.60 -2.67
H -0.81 -2.69 -2.96
H -6.30 0.26 -0.84
H -1.46 4.64 0.15
H -3.57 -4.12 2.59
H 2.87 -1.14 -0.56
H 2.40 -0.15 5.30
H 0.36 6.07 1.02
H 1.97 5.15 2.66
H -0.12 3.52 7.43
H -8.72 -3.29 -1.73
H 2.33 -6.05 -1.54
H -6.65 -1.51 2.39
H -5.25 -4.02 2.05
H 1.97 -5.20 2.16
H -0.45 -2.25 -5.38
H -5.04 2.94 -0.66
H 1.75 2.83 3.45
H -4.27 4.47 -0.17
H -6.85 1.60 -2.84
H 0.58 -4.40 2.92
H 1.89 3.05 -0.05
H 1.84 -2.28 -6.31
*
```

3.
C55H48IN7OPTl | the ωB97M-V functional and the def2-TZVPD basis

For the HOMO energy, the calculation gives -0.2458 Eh. The energy above the lowest of the compared OMol25 structures with the same formula, charge and spin is 2.9 kcal/mol. The maximum force comes out at 0.143 eV/Å.

The geometry in ORCA input format:
```
! wB97M-V def2-TZVPD RIJCOSX def2/J DEFGRID3
* xyz 0 1
Tl 1.05 -1.03 -1.17
I 7.23 -1.75 2.80
P -1.77 1.76 0.79
O 3.35 -1.29 1.14
N 1.03 1.62 0.70
N -2.98 -0.49 1.95
N -0.61 1.74 -1.77
N 0.26 3.22 2.03
N 5.13 -2.41 0.33
N -0.90 -0.87 1.29
N -2.74 1.18 -1.75
C -1.04 -2.74 -1.77
C -0.34 -5.64 1.84
C 3.79 6.20 4.32
C -4.01 -0.30 -4.24
C 2.36 4.30 2.86
C -4.96 0.36 -6.35
C -1.65 1.53 -1.01
C -3.39 1.80 -5.23
C 5.11 -1.59 2.67
C 1.63 3.29 2.08
C -2.70 -1.80 2.26
C 6.06 1.16 0.22
C -4.19 -4.12 4.81
C -2.35 1.17 -3.07
C -1.85 0.03 1.36
C -1.01 1.51 -3.06
C -0.06 2.19 1.18
C -0.58 -3.24 1.89
C 2.06 2.40 -5.01
C 0.38 -2.58 -3.55
C 0.81 -3.11 1.92
C -5.79 -3.81 3.04
C 0.81 0.80 -6.29
C 0.03 -3.63 -1.55
C 2.17 4.43 4.24
C 5.78 1.61 1.50
C 3.76 1.50 -0.39
C -0.03 1.55 -4.16
C 0.90 -3.54 -2.66
C -0.82 -2.09 -3.00
C 5.04 1.11 -0.73
C -1.15 -4.51 1.84
C -3.31 -3.27 4.16
C 1.04 -5.51 1.88
C 1.10 2.36 -4.02
C 1.61 -4.24 1.92
C 1.92 1.62 -6.16
C 3.47 1.93 0.91
C -1.40 -2.02 1.84
C -5.44 -4.39 4.25
C -0.16 0.76 -5.30
C 4.50 1.99 1.84
C -0.66 4.11 2.71
C -3.65 -2.69 2.95
C -4.85 -0.55 -5.31
C 2.08 2.29 1.25
C -4.22 1.54 -6.30
C -4.06 0.88 -1.24
C -4.90 -2.96 2.39
C 2.88 5.37 4.96
C 3.27 5.14 2.23
C 3.99 6.07 2.95
C -3.27 0.88 -4.19
C 4.47 -1.73 1.29
C -4.19 0.21 2.33
H 4.70 6.71 2.45
H 1.21 2.96 -3.12
H -4.30 2.26 -7.11
H 4.69 -2.47 -0.57
H 5.25 0.77 -1.73
H 0.82 -2.27 -4.49
H 2.67 1.65 -6.93
H -6.13 -5.05 4.76
H -4.80 1.10 -2.01
H -1.90 -2.62 -1.12
H -1.00 0.09 -5.40
H -1.47 -1.36 -3.47
H -5.00 0.02 1.62
H 0.70 0.18 -7.17
H 1.67 -6.39 1.87
H 7.06 0.85 -0.05
H 0.15 -4.30 -0.71
H -3.91 -4.57 5.75
H -5.61 0.16 -7.19
H -0.20 5.09 2.81
H 1.25 -2.13 1.93
H 2.93 3.04 -4.90
H 3.42 5.03 1.16
H -2.33 -3.06 4.59
H 2.95 1.46 -1.11
H 1.48 3.77 4.75
H -2.22 -4.62 1.77
H 4.28 2.33 2.85
H -1.58 4.20 2.14
H -5.41 -1.48 -5.34
H -0.79 -6.62 1.79
H -5.16 -2.54 1.43
H 4.84 -0.61 3.05
H -3.99 1.28 2.36
H 6.58 1.65 2.24
H 6.10 -2.65 0.43
H -2.80 2.71 -5.19
H -4.14 -0.18 -0.96
H 2.69 -4.13 1.92
H -4.51 -0.12 3.31
H -3.90 -1.04 -3.45
H -0.90 3.74 3.71
H -6.75 -4.02 2.60
H 4.69 -2.35 3.32
H 2.73 5.46 6.03
H 1.81 -4.11 -2.80
H 4.35 6.93 4.89
H -4.26 1.50 -0.37
*
```

4.
C55H48InN4O5 | the ωB97M-V functional and the def2-TZVPD basis

For the HOMO energy, the calculation gives -0.1390 Eh. The energy above the lowest of the compared OMol25 structures with the same formula, charge and spin is 15.7 kcal/mol. The maximum force comes out at 3.511 eV/Å.

The geometry in ORCA input format:
```
! wB97M-V def2-TZVPD RIJCOSX def2/J DEFGRID3
* xyz -1 1
In 0.07 -0.71 0.62
O 1.71 0.49 0.49
O -0.53 -1.13 2.73
O -0.82 -1.98 -0.71
O -0.43 0.97 -1.06
O -0.35 2.13 2.00
N -2.68 0.56 -0.55
N -1.40 5.10 0.82
N 1.63 -2.37 0.83
N -2.17 0.08 0.59
C 3.48 -0.15 -0.92
C -4.19 -5.14 -0.34
C -0.20 2.87 3.17
C -2.09 5.48 -0.23
C 3.55 -3.15 2.10
C -4.43 -3.75 -2.29
C 0.21 -2.76 -3.15
C 3.80 1.57 0.78
C -0.82 -3.39 -0.87
C 3.15 -0.10 -3.37
C -0.61 5.44 3.12
C 1.76 -5.08 -3.25
C 4.94 -1.39 -2.43
C -5.02 -4.61 -1.35
C -2.84 -4.89 -0.27
C -1.62 -0.92 3.41
C -1.64 1.05 -1.33
C 3.07 0.26 0.47
C 1.89 -4.70 1.50
C -1.34 2.30 -4.81
C -1.47 5.89 1.94
C -4.13 -1.08 3.43
C 4.92 3.98 1.60
C 2.87 0.32 -2.05
C -3.38 1.62 -3.07
C -2.26 -3.91 -1.14
C -3.66 1.73 -4.44
C 1.01 -3.00 -4.22
C 3.08 -4.42 2.23
C 3.45 -0.77 1.55
C 0.05 -3.70 -2.12
C 5.01 1.60 1.44
C 2.82 -2.14 1.42
C -1.05 2.12 -3.46
C 1.16 -3.66 0.88
C -2.91 -0.77 2.75
C -1.65 -0.98 4.83
C 3.71 4.02 0.92
C 4.27 -0.90 -3.55
C 0.81 -4.90 -2.22
C -2.31 6.99 1.94
C 0.37 4.26 2.86
C -2.85 -1.07 5.52
C -3.06 -3.37 -2.15
C -2.06 1.71 -2.60
C 3.19 2.84 0.45
C -0.24 -4.00 0.45
C -2.99 7.40 0.78
C -2.84 6.69 -0.37
C 5.60 2.81 1.80
C -3.11 -0.38 1.40
C -4.11 -1.17 4.81
C 4.53 -1.09 -1.16
C -2.62 2.07 -5.34
C 1.85 -4.15 -4.27
H 2.23 2.82 -0.07
H -4.24 1.44 -2.41
H 3.18 -0.36 2.53
H -1.25 2.34 1.63
H -5.04 -1.41 5.35
H -1.91 4.85 -1.16
H -2.79 2.12 -6.42
H -0.68 -0.93 5.34
H -2.78 -1.10 6.58
H 0.83 4.35 1.84
H 2.53 -4.31 -5.12
H 1.11 -2.23 -5.01
H -4.12 -0.47 1.02
H 0.71 -5.75 -1.48
H -3.21 6.94 -1.35
H 6.52 2.81 2.37
H -3.63 8.28 0.83
H -4.97 -3.36 -3.12
H -5.00 -1.27 2.77
H -2.72 -2.62 -2.84
H -1.18 3.00 3.69
H 1.54 -5.75 1.43
H -0.45 -1.89 -3.16
H -6.07 -4.90 -1.39
H 0.44 2.39 3.91
H -0.03 6.37 3.30
H 4.56 -1.03 1.63
H -4.65 1.52 -4.85
H 1.22 4.34 3.60
H -4.57 -5.67 0.52
H 4.47 -2.83 2.53
H 5.52 0.65 1.55
H 3.19 4.96 0.73
H 5.83 -2.05 -2.65
H -0.12 2.35 -2.99
H -2.44 7.47 2.85
H 5.28 4.93 1.95
H -0.94 -3.70 1.23
H -2.35 -5.31 0.62
H 3.44 -5.18 2.91
H 2.57 0.39 -4.16
H 2.40 -5.95 -3.20
H -1.28 5.20 4.01
H 4.62 -1.17 -4.56
H 5.10 -1.45 -0.28
H -0.57 2.62 -5.52
H -0.40 -5.11 0.39
H 2.03 0.97 -1.93
*
```